C26H29N3O4S in the gas phase. Source: OMol25; level of theory: ωB97M-V with the def2-TZVPD basis set.

Element x y z (Å)
C -10.167 -0.858 -0.471
C -8.795 -0.352 -0.870
O -8.552 0.111 -1.961
N -7.885 -0.483 0.139
C -6.530 -0.135 0.158
C -5.881 0.444 -0.929
C -4.542 0.761 -0.839
C -3.818 0.514 0.326
N -2.467 0.872 0.346
C -1.541 0.679 1.331
O -1.763 0.095 2.373
C -0.192 1.227 1.010
C 0.907 0.636 1.633
C 2.188 1.077 1.387
C 2.403 2.134 0.502
N 3.694 2.544 0.225
S 4.961 1.427 0.116
O 5.335 1.012 1.432
O 5.944 2.088 -0.691
C 4.198 0.045 -0.731
C 4.101 -1.130 -0.017
C 3.456 -2.246 -0.542
C 3.342 -3.504 0.300
C 4.750 -3.998 0.655
C 2.568 -3.164 1.581
C 2.603 -4.631 -0.428
C 2.933 -2.124 -1.824
C 3.052 -0.946 -2.543
C 3.682 0.173 -2.013
C 3.778 1.448 -2.789
C 1.305 2.763 -0.084
C 0.023 2.317 0.170
C -4.467 -0.064 1.413
C -5.807 -0.381 1.323
H -10.540 -0.299 0.385
H -10.850 -0.730 -1.305
H -10.118 -1.913 -0.208
H -8.220 -0.888 1.002
H -6.429 0.640 -1.835
H -4.049 1.211 -1.690
H -2.140 1.299 -0.509
H 0.728 -0.177 2.320
H 3.035 0.636 1.884
H 3.793 3.310 -0.423
H 4.544 -1.143 0.965
H 5.300 -3.253 1.222
H 4.687 -4.904 1.254
H 5.312 -4.222 -0.250
H 1.581 -2.779 1.335
H 2.448 -4.057 2.191
H 3.090 -2.416 2.171
H 1.585 -4.337 -0.672
H 2.553 -5.505 0.217
H 3.123 -4.916 -1.339
H 2.422 -2.952 -2.288
H 2.641 -0.892 -3.541
H 3.769 1.241 -3.857
H 2.923 2.087 -2.564
H 4.692 1.978 -2.534
H 1.462 3.615 -0.731
H -0.805 2.851 -0.274
H -3.919 -0.261 2.318
H -6.301 -0.829 2.174

DFT total energy	-50929.910	eV
energy relative to the best compared isomer or geometry (same formula, charge and spin)	0.000	eV
largest force on an atom	1.0	eV/A
SMILES	CC(=O)Nc1ccc(NC(=O)c2ccc(NS(=O)(=O)c3cc(C(C)(C)C)ccc3C)cc2)cc1
HOMO level	-7.994	eV
frontier orbital gap	8.41	eV
LUMO energy	0.4	eV

Löwdin atomic charge list, values in e, 4 entries: number 1, C, carries -0.003; number 2, C, carries -0.516; number 3, O, carries 0.066; number 4, N, carries 0.111